9
Properties=species:S:1:pos:R:3:forces:R:3:lowdin_spin:R:1 method="wB97M-V/def2-TZVPD" largest_force_ev_per_a=5.8 homo_energy_ev="-22.110 / -27.413" spin_multiplicity=6 charge=+3 de_lowest_kcal_mol=0.00 homo_lumo_gap_ev="4.06 / 6.89"
O 1.0759 0.5635 -0.0265 -2.57 0.31 -0.47 0.687
C 0.2293 -0.5501 -0.1469 -3.06 -2.90 -1.24 0.240
C -1.1225 -0.3121 0.3955 -1.66 1.72 0.94 0.644
Li 0.0030 2.0951 -0.1525 -1.66 1.85 -0.11 0.027
H 0.6341 -1.4761 0.2909 0.21 0.06 -0.03 0.029
F -1.5809 0.9855 0.3008 1.29 -0.94 -0.35 0.127
H -1.9593 -1.0092 0.3384 0.39 -0.49 0.39 0.023
Ir 2.7881 0.4968 0.2221 5.71 -0.20 0.86 3.166
H -0.0677 -0.7933 -1.2217 1.35 0.59 0.02 0.057


33
Properties=species:S:1:pos:R:3:forces:R:3:lowdin_spin:R:1 method="wB97M-V/def2-TZVPD" largest_force_ev_per_a=4.4 homo_energy_ev="0.750 / -4.997" spin_multiplicity=2 charge=-1 de_lowest_kcal_mol=84.10 homo_lumo_gap_ev="2.49 / 8.11"
C 1.9400 -0.0251 -2.1512 0.47 -1.23 -2.32 0.116
C 1.9571 1.3351 -1.5768 0.35 1.92 -1.71 0.094
C 1.2270 1.5768 -0.3174 0.62 0.43 -0.19 0.092
C 0.3215 0.7114 0.2163 1.84 0.10 0.40 0.050
N 0.0015 0.8726 1.5743 -2.72 -3.36 -0.56 0.014
C -1.3064 0.2397 2.0103 -0.94 3.07 0.05 0.019
C -2.5500 -1.7824 1.2981 1.51 2.83 0.75 0.017
C -1.3977 -1.1927 1.6145 1.68 -1.58 0.45 0.026
H 2.1665 -0.1441 -3.2798 -0.13 0.66 1.62 0.023
H 1.0612 -0.6240 -2.0344 -0.88 0.06 0.18 0.010
H 2.7000 -0.5494 -1.6210 0.81 -0.86 0.33 0.048
H 1.6051 2.1082 -2.3186 0.23 -0.59 0.32 0.017
H 3.0137 1.6782 -1.5286 -0.45 -0.32 0.53 0.031
H 1.6494 2.5940 0.0422 -1.55 -1.83 0.50 0.023
H 0.1286 -0.3568 -0.2277 0.19 2.53 0.84 0.006
H 0.2707 1.6993 2.0200 0.26 1.28 0.46 0.011
H -1.4614 0.4341 3.1062 0.66 -0.55 -0.73 0.003
H -2.2346 0.8488 1.5756 1.81 -1.34 0.43 0.003
H -3.4522 -1.2363 1.2906 -0.92 0.72 0.00 0.002
H -2.5739 -2.6906 0.8753 -0.04 -3.51 -0.97 0.004
H -0.3828 -1.8258 1.6612 -2.38 1.48 -0.33 0.011
H 2.8337 -1.0360 1.5213 1.10 -0.56 0.31 0.059
H 1.5736 -0.8342 1.9317 -2.84 1.33 0.08 0.013
O 2.2869 -1.3089 2.2837 1.77 -0.72 -0.35 0.088
H 0.2980 2.5286 -3.1453 -2.45 -0.75 -0.68 0.018
H -0.5116 2.5521 -1.9707 -1.36 -0.88 -1.70 0.012
O -0.6985 2.3226 -2.9578 3.20 1.58 2.24 0.041
H -3.0079 0.4470 -1.2539 -0.28 0.99 1.10 0.013
H -2.9515 1.8411 -1.6763 -0.02 0.45 0.42 0.009
O -3.1897 1.3518 -0.8696 0.39 -1.44 -1.51 0.030
H 1.2840 -3.8003 0.8722 -0.11 0.11 -0.85 0.015
H 1.4261 -3.0441 -0.4691 -0.18 -0.56 0.36 0.026
O 1.0272 -3.8497 -0.0756 0.35 0.52 0.53 0.058


10
Properties=species:S:1:pos:R:3:forces:R:3:mulliken_charge:R:1 method="wB97M-V/def2-TZVPD" largest_force_ev_per_a=2.7 homo_energy_ev="-9.105 / -8.536" spin_multiplicity=1 de_lowest_kcal_mol=147.09 homo_lumo_gap_ev="7.90 / 7.11"
N -1.5378 0.3180 -0.4616 -0.73 -1.40 0.42 -0.543
C -0.4778 -0.5943 0.4919 -0.52 1.25 -0.77 0.573
N -0.2760 -1.7843 0.4759 -1.00 -0.10 0.44 -0.455
O 1.8195 -1.1573 -0.2491 0.65 0.22 -0.49 -0.471
C 1.6193 0.0433 -0.2014 0.05 0.35 0.29 -0.053
C 0.3212 0.5548 0.2059 2.47 -0.18 1.03 -0.318
H -2.0894 0.8250 0.2269 -0.16 -0.13 -0.03 0.265
H -2.0303 -0.5265 -0.7403 -0.51 0.33 -0.43 0.325
H 2.4253 0.7744 -0.3212 0.11 0.05 -0.15 0.341
H 0.2052 1.5780 0.5573 -0.37 -0.39 -0.31 0.335


Please write out number 3 again, unchanged.
10
Properties=species:S:1:pos:R:3:forces:R:3:mulliken_charge:R:1 method="wB97M-V/def2-TZVPD" largest_force_ev_per_a=2.7 homo_energy_ev="-9.105 / -8.536" spin_multiplicity=1 de_lowest_kcal_mol=147.09 homo_lumo_gap_ev="7.90 / 7.11"
N -1.5378 0.3180 -0.4616 -0.73 -1.40 0.42 -0.543
C -0.4778 -0.5943 0.4919 -0.52 1.25 -0.77 0.573
N -0.2760 -1.7843 0.4759 -1.00 -0.10 0.44 -0.455
O 1.8195 -1.1573 -0.2491 0.65 0.22 -0.49 -0.471
C 1.6193 0.0433 -0.2014 0.05 0.35 0.29 -0.053
C 0.3212 0.5548 0.2059 2.47 -0.18 1.03 -0.318
H -2.0894 0.8250 0.2269 -0.16 -0.13 -0.03 0.265
H -2.0303 -0.5265 -0.7403 -0.51 0.33 -0.43 0.325
H 2.4253 0.7744 -0.3212 0.11 0.05 -0.15 0.341
H 0.2052 1.5780 0.5573 -0.37 -0.39 -0.31 0.335